ORCA calculation (ωB97M-V/def2-TZVPD) on a 7-piece molecular cluster, C5H23N2O7 overall at a distorted geometry.

XYZ file:
```
37
Properties=species:S:1:pos:R:3:forces:R:3
O -2.1343 -2.5580 0.5556 0.625 1.353 -0.555
C -1.8611 -1.3989 0.7831 -1.491 -2.312 0.935
C -0.6735 -0.6736 0.2260 1.538 1.861 -0.511
C -0.6460 0.7696 0.8944 0.103 -0.417 2.470
C 0.5386 1.7176 0.5613 -2.736 1.000 -0.643
C 2.3713 1.6516 -0.8680 -1.938 0.690 -5.050
N 1.0714 1.5232 -0.7535 4.142 0.340 2.115
N -0.5192 -0.6161 -1.3054 2.354 -1.640 -0.561
H -2.4090 -0.8955 1.6139 0.302 0.275 -0.572
H 0.2194 -1.2430 0.5771 -0.501 0.396 -0.371
H -0.2874 0.4560 2.0076 -1.322 0.850 -2.162
H -1.6586 1.3871 1.0299 2.169 -1.889 -0.505
H -0.0287 2.7194 0.4448 0.787 -0.672 0.409
H 1.2586 1.8701 1.4025 0.005 -0.007 -1.032
H 2.8648 1.9063 -1.8867 -1.341 -0.291 1.242
H 3.1297 1.6395 -0.1791 1.334 -0.791 2.631
H -0.1277 -1.5485 -1.7521 -1.642 1.792 1.181
H 0.2350 0.0473 -1.6005 -0.462 -0.813 0.910
H -1.3083 -0.2012 -1.7842 -1.549 -0.452 -0.612
H -2.5089 0.8365 3.5860 -0.104 -0.101 1.334
H -3.7960 0.9196 2.7486 -3.026 -0.144 0.616
O -2.8850 0.9734 2.7363 2.785 0.361 -1.626
H 1.7790 -3.8250 0.9021 0.487 2.223 -1.549
H 2.0095 -2.2889 1.1502 0.311 -0.829 -0.695
O 1.9309 -2.9354 0.4010 -0.617 -1.446 1.993
H 2.2807 -0.7856 3.3164 0.375 -0.173 -0.048
H 1.0153 -1.5076 2.9676 -0.655 -0.451 0.386
O 1.8869 -1.3370 2.6286 0.136 0.796 -0.008
H 3.0561 -1.9913 -1.0548 -0.401 0.112 0.179
H 3.9697 -1.0439 -1.8954 -2.994 -0.262 0.902
O 2.9918 -1.1418 -1.5318 3.115 0.520 -0.974
H -0.0501 1.6327 -2.8922 -1.344 0.765 -1.328
H -0.5970 2.8439 -3.7125 -0.359 -0.992 0.140
O -0.8413 1.9255 -3.4383 1.837 0.371 1.127
H -3.7652 0.5700 -2.5778 -3.961 2.477 -3.723
H -3.3659 0.4153 -1.2145 -0.722 0.410 1.908
O -3.1456 0.1868 -2.0863 4.759 -2.912 2.048
```
Positions in Å, forces in eV/Å.

For the orbital gap (alpha / beta), the calculation gives 0.2914 / 0.1435 hartree. The spin multiplicity is 2. Its net charge is +2. The highest occupied orbital energy (alpha / beta) is -0.610 / -0.610 Eh. The total energy comes out at -22848.75570 eV.

Löwdin population analysis, charges in e, atoms 1 to 5: 0.128 -0.207 -0.211 -0.104 -0.152